No. 1
Entry from OMol25: C3H2Cl2O in the gas phase in a non-equilibrium geometry (ωB97M-V/def2-TZVPD).

Last column: Löwdin charge in e.
Positions of all 8 atoms, in Å:
Cl1 2.530 2.215 -0.018  0.690
C1 1.808 0.722 0.011  -0.672
C2 2.259 -0.558 0.030  -0.734
Cl2 3.789 -1.461 -0.030  0.654
O1 1.052 -1.266 -0.002  -0.159
C3 0.205 -0.104 -0.063  -0.015
H1 -0.069 -0.004 0.990  0.107
H2 -0.445 -0.055 -0.979  0.131

**ΔE to the lowest compared entry with this formula, charge and spin**: 2.826 eV
**Gap between HOMO and LUMO**: 9.66 eV

---

No. 2
Entry from OMol25: 13 unconnected molecules or ions with the total composition C4H31O15 in a non-equilibrium geometry (ωB97M-V/def2-TZVPD).

Last column: Löwdin charge in e.
Positions of all 50 atoms, in Å:
O1 1.327 -0.719 0.584  -0.053
C1 1.642 -1.754 -0.036  -0.646
O2 2.846 -1.962 -0.314  -0.063
C2 0.744 -2.787 -0.773  -0.076
C3 -0.642 -2.775 0.016  -0.134
C4 -1.754 -3.424 -0.844  -0.212
O3 -1.625 -3.447 -2.296  -0.133
H1 0.707 -2.638 -1.857  0.090
H2 1.340 -3.862 -0.709  0.174
H3 -0.390 -3.323 0.903  0.108
H4 -0.837 -1.752 0.359  0.067
H5 -1.879 -4.561 -0.813  0.132
H6 -2.669 -2.894 -0.699  0.088
H7 -0.692 -3.441 -2.586  0.057
H8 2.235 -1.098 2.275  0.018
H9 1.118 -1.281 3.197  0.006
O4 2.043 -1.568 3.131  -0.079
H10 -0.298 2.007 -2.473  0.048
H11 -1.214 1.021 -1.707  0.019
O5 -1.066 1.922 -1.920  -0.016
H12 2.855 -0.379 -1.500  -0.024
H13 4.116 -0.103 -2.312  0.038
O6 3.240 0.233 -2.123  -0.061
H14 0.827 3.635 -0.373  0.064
H15 0.593 3.314 1.117  -0.044
O7 0.213 3.671 0.373  -0.021
H16 -3.664 -1.555 -2.779  0.012
H17 -3.351 -0.866 -4.236  0.053
O8 -4.016 -1.071 -3.535  -0.084
H18 3.252 2.109 0.871  0.010
H19 2.748 3.423 1.526  -0.027
O9 3.212 3.067 0.836  -0.042
H20 -1.717 3.634 0.359  0.036
H21 -2.242 3.083 -0.929  -0.005
O10 -2.516 3.724 -0.254  -0.127
H22 -3.362 1.018 0.102  0.007
H23 -2.391 0.412 0.930  -0.025
O11 -2.979 0.156 0.228  -0.056
H24 -3.732 2.123 2.465  0.073
H25 -3.336 3.452 1.570  0.051
O12 -3.220 2.485 1.698  -0.109
H26 4.355 0.752 -0.116  -0.008
H27 3.982 -0.910 -0.096  0.060
O13 4.625 -0.089 0.312  -0.192
H28 1.790 1.058 2.391  0.101
H29 1.284 1.222 0.939  0.042
O14 1.480 1.762 1.725  -0.116
H30 -0.748 -0.563 1.753  0.022
H31 -0.851 0.070 3.092  0.054
O15 -1.382 -0.533 2.527  -0.078

**Total charge**: -1
**ΔE to the lowest compared entry with this formula, charge and spin**: 3.042 eV
**Gap between HOMO and LUMO**: 9.22 eV

---

No. 3
Entry from OMol25: a molecular structure, FH2PS3 in a non-equilibrium geometry (ωB97M-V/def2-TZVPD).

Last column: Löwdin charge in e.
Positions of all 7 atoms, in Å:
F1 -0.386 0.282 1.516  -0.452
P1 -0.436 0.360 -0.086  0.135
S1 -3.108 -0.312 0.135  0.005
S2 0.827 -1.262 -0.581  0.381
S3 1.158 1.929 -0.042  0.350
H1 0.066 -1.918 -1.442  -0.194
H2 1.879 0.922 0.499  -0.225

**ΔE to the lowest compared entry with this formula, charge and spin**: 3.450 eV
**Gap between HOMO and LUMO (spin up / spin down)**: 6.91 / 6.89 eV

---

No. 4
Entry from OMol25: 2 unconnected molecules or ions with the total composition C4H7ClO in a non-equilibrium geometry (ωB97M-V/def2-TZVPD).

Last column: Löwdin charge in e.
Positions of all 13 atoms, in Å:
C1 1.682 -1.187 0.710  -0.100
C2 0.866 -1.137 -0.270  -0.068
C3 -0.484 1.479 -0.679  -0.114
C4 -0.859 0.197 -0.109  -0.798
O1 -1.201 0.314 1.288  -0.089
Cl1 -2.153 -0.655 -0.965  0.635
H1 2.533 -1.833 0.930  0.052
H2 1.410 -0.526 1.626  0.091
H3 0.822 -1.427 -1.379  0.086
H4 -0.270 2.178 -0.014  0.032
H5 0.389 1.321 -1.386  0.113
H6 -1.308 1.871 -1.280  0.079
H7 -1.428 -0.596 1.529  0.080

**ΔE to the lowest compared entry with this formula, charge and spin**: 3.685 eV
**Gap between HOMO and LUMO**: 9.69 eV

---

No. 5
Entry from OMol25: 6 unconnected molecules or ions with the total composition C28H46ClN5O7 in a non-equilibrium geometry (ωB97M-V/def2-TZVPD).

Last column: Löwdin charge in e.
Positions of all 87 atoms, in Å:
C1 0.276 1.414 -1.428  -0.135
C2 -0.239 1.771 -2.835  -0.694
Cl1 -0.488 3.546 -3.061  0.603
C3 -1.460 0.974 -3.290  -0.182
C4 -2.719 1.103 -2.455  -0.190
C5 -2.836 1.852 -1.295  -0.016
C6 -4.027 1.883 -0.573  0.018
C7 -5.118 1.165 -1.012  -0.103
C8 -5.020 0.410 -2.189  -0.093
C9 -3.842 0.391 -2.898  0.040
C10 -6.219 -0.381 -2.624  -0.334
O1 -6.477 -0.598 -3.782  0.117
C11 -7.057 -0.898 -1.493  0.023
C12 -7.143 -0.184 -0.374  0.025
C13 -6.419 1.127 -0.272  -0.335
O2 -6.873 2.066 0.333  0.120
H1 -0.352 0.651 -0.975  0.065
H2 1.327 1.141 -1.430  0.056
H3 0.201 2.284 -0.777  0.063
H4 0.561 1.528 -3.534  0.078
H5 -1.152 -0.074 -3.330  0.120
H6 -1.693 1.297 -4.308  0.119
H7 -2.000 2.428 -0.927  0.092
H8 -4.116 2.449 0.347  0.126
H9 -3.773 -0.184 -3.816  0.133
H10 -7.543 -1.858 -1.610  0.120
H11 -7.720 -0.531 0.474  0.120
C14 1.513 6.037 -6.724  -0.059
N1 2.214 4.861 -6.249  -0.199
C15 3.549 5.004 -5.695  -0.041
C16 1.667 3.632 -6.301  -0.370
O3 2.210 2.615 -5.914  -0.003
H12 2.081 6.514 -7.526  0.088
H13 1.385 6.751 -5.908  0.090
H14 0.533 5.759 -7.103  0.083
H15 4.258 4.409 -6.272  0.092
H16 3.564 4.648 -4.665  0.093
H17 3.845 6.050 -5.722  0.085
H18 0.653 3.627 -6.734  0.132
C17 -0.238 -1.331 3.950  -0.046
N2 -0.081 -0.762 2.619  -0.169
C18 -0.859 -1.323 1.529  -0.035
C19 0.761 0.248 2.351  -0.313
O4 0.917 0.719 1.229  -0.022
H19 0.028 -2.385 3.883  0.043
H20 -1.275 -1.234 4.283  0.093
H21 0.415 -0.819 4.653  0.053
H22 -0.195 -1.709 0.753  0.066
H23 -1.492 -0.550 1.084  0.084
H24 -1.481 -2.131 1.906  0.092
H25 1.312 0.618 3.227  0.110
C20 2.672 -6.151 2.199  -0.056
N3 1.787 -5.099 2.648  -0.177
C21 2.096 -3.707 2.339  -0.040
C22 0.670 -5.334 3.350  -0.338
O5 -0.087 -4.444 3.698  -0.012
H26 3.669 -6.008 2.621  0.088
H27 2.743 -6.135 1.109  0.088
H28 2.292 -7.121 2.514  0.081
H29 2.207 -3.153 3.275  0.096
H30 1.283 -3.271 1.774  0.051
H31 3.014 -3.644 1.763  0.090
H32 0.488 -6.400 3.569  0.133
C23 1.616 -2.257 -3.770  -0.049
N4 1.718 -2.321 -2.325  -0.180
C24 2.410 -1.256 -1.613  -0.029
C25 1.191 -3.331 -1.613  -0.330
O6 1.253 -3.418 -0.399  -0.008
H33 2.612 -2.247 -4.215  0.092
H34 1.087 -1.350 -4.068  0.080
H35 1.071 -3.121 -4.146  0.084
H36 3.250 -1.669 -1.052  0.097
H37 1.731 -0.777 -0.905  0.062
H38 2.774 -0.520 -2.324  0.091
H39 0.678 -4.085 -2.234  0.135
C26 2.494 1.627 8.632  -0.057
N5 1.962 1.071 7.403  -0.194
C27 0.615 0.525 7.395  -0.037
C28 2.676 1.043 6.264  -0.331
O7 2.274 0.590 5.207  -0.002
H40 2.514 0.861 9.411  0.090
H41 1.870 2.457 8.968  0.090
H42 3.506 1.991 8.471  0.083
H43 0.641 -0.528 7.111  0.091
H44 0.000 1.059 6.669  0.096
H45 0.176 0.623 8.384  0.086
H46 3.683 1.478 6.370  0.135

**Gap between HOMO and LUMO**: 7.89 eV